{"formula": "C23H23BLaN9O4", "method": "the ωB97M-V functional and the def2-TZVPD basis", "s_squared": 0.759, "gap_ev": [8.20, 4.41], "multiplicity": 2, "mol_weight_g_mol": 639.214, "charge": 1, "largest_force_ev_per_a": 2.23, "lumo_ev": [-3.36, -7.15], "symbols": ["La", "C", "C", "C", "C", "N", "N", "B", "N", "C", "C", "C", "C", "N", "N", "C", "C", "C", "C", "N", "N", "C", "C", "C", "C", "N", "H", "H", "H", "H", "H", "H", "H", "H", "H", "H", "H", "H", "H", "H", "H", "H", "H", "H", "H", "H", "O", "C", "O", "C", "C", "C", "C", "C", "N", "C", "O", "O", "H", "H", "H"], "coordinates": [[-0.56010, 1.69405, 0.35473], [0.74316, 1.83920, -3.78631], [1.01059, 0.69321, -2.87288], [1.96866, -0.32247, -3.07109], [1.76436, -1.21524, -2.05815], [0.74155, -0.76401, -1.28614], [0.29585, 0.43700, -1.77526], [-0.09081, -1.60137, -0.28491], [0.39387, -1.43280, 1.14168], [1.09920, -2.26178, 1.94419], [1.00025, -1.80837, 3.22600], [0.17750, -0.66726, 3.15920], [-0.34322, 0.08679, 4.33484], [-0.15977, -0.41019, 1.89318], [-1.61439, -1.29794, -0.40577], [-2.63794, -2.15928, -0.60821], [-3.81868, -1.45761, -0.61186], [-3.44170, -0.12869, -0.38449], [-4.29293, 1.09509, -0.26739], [-2.12094, -0.04703, -0.26188], [0.02395, -3.07661, -0.85763], [-0.26992, -3.33768, -2.23623], [-0.12347, -4.67391, -2.42985], [0.24101, -5.19640, -1.17991], [0.52293, -6.56542, -0.74616], [0.31001, -4.14019, -0.22761], [1.66446, 2.36317, -4.03422], [0.05330, 2.55344, -3.35382], [0.32252, 1.44126, -4.71268], [2.70439, -0.37435, -3.85551], [2.28784, -2.12880, -1.81940], [1.61936, -3.11954, 1.55333], [1.43606, -2.23961, 4.11078], [0.46609, 0.35927, 5.01039], [-1.02269, -0.57493, 4.87664], [-0.87001, 0.98915, 4.05263], [-2.47832, -3.21999, -0.71484], [-4.81243, -1.84782, -0.74609], [-5.33845, 0.85094, -0.43883], [-4.00733, 1.84881, -1.00330], [-4.22280, 1.53318, 0.73036], [-0.55032, -2.53137, -2.89556], [-0.26436, -5.22089, -3.34547], [0.42317, -7.27727, -1.55983], [-0.14978, -6.83810, 0.07330], [1.53416, -6.61549, -0.32936], [0.49508, 3.15293, 4.37523], [0.24213, 3.16771, 3.19263], [-0.75507, 2.57691, 2.57903], [1.13429, 3.93320, 2.23524], [2.00128, 4.94323, 2.60754], [2.60521, 5.68642, 1.59990], [2.29789, 5.43950, 0.26667], [1.42117, 4.40896, -0.01444], [0.91902, 3.64936, 0.95458], [0.82138, 4.13729, -1.38054], [1.35224, 4.57914, -2.37451], [-0.26513, 3.40757, -1.31269], [2.15393, 5.14934, 3.65734], [3.27638, 6.49574, 1.85662], [2.68632, 6.04052, -0.54318]], "forces_ev_per_angstrom": [[0.37, 2.11, 0.64], [0.02, -0.06, 0.00], [0.06, 0.08, 0.02], [0.01, 0.01, -0.06], [0.03, 0.02, 0.17], [-0.09, -0.08, -0.13], [0.13, -0.46, -0.45], [-0.10, 0.16, -0.04], [-0.12, -0.30, 0.04], [0.07, 0.01, -0.12], [-0.06, 0.03, 0.11], [0.06, 0.12, 0.09], [0.03, -0.07, -0.02], [0.23, -0.70, 0.10], [0.02, -0.06, -0.08], [0.08, -0.03, 0.07], [0.01, 0.01, 0.03], [-0.10, -0.01, -0.01], [-0.03, -0.03, -0.01], [-0.97, -1.07, -0.43], [-0.18, 0.28, -0.42], [0.17, 0.01, 0.45], [0.01, -0.05, 0.07], [-0.04, 0.43, 0.31], [0.03, -0.03, 0.07], [0.03, -0.58, -0.45], [0.00, 0.01, 0.01], [-0.03, -0.01, 0.03], [0.02, 0.03, -0.01], [-0.02, 0.00, 0.01], [-0.01, 0.01, 0.00], [-0.05, 0.04, 0.01], [-0.01, 0.01, -0.01], [0.00, 0.01, -0.01], [0.01, 0.03, 0.04], [-0.02, -0.01, -0.03], [0.00, 0.02, 0.01], [0.01, 0.01, 0.00], [0.00, -0.01, 0.00], [0.01, 0.00, 0.00], [0.01, 0.00, 0.01], [0.00, 0.00, 0.04], [0.00, -0.02, -0.01], [0.00, 0.00, 0.00], [0.00, 0.00, -0.02], [-0.01, -0.01, -0.02], [-0.12, 0.04, 0.10], [-0.20, -0.25, -0.18], [0.37, -0.02, -0.07], [0.13, 0.15, -0.16], [0.02, 0.01, 0.02], [0.03, 0.04, 0.02], [0.03, 0.01, 0.00], [0.05, 0.08, 0.22], [0.02, 0.44, 0.08], [-0.25, -0.32, -0.01], [-0.08, 0.09, -0.09], [0.37, -0.09, 0.10], [0.02, 0.01, -0.01], [0.01, -0.01, 0.00], [0.01, 0.01, 0.02]]}